Molecular formula: C4H12N2O
Method: DFT, ωB97M-V/def2-TZVPD

The calculation puts the energy relative to the best compared isomer or geometry (same formula, charge and spin) at 1.411 eV. As for the lowest unoccupied orbital energy: 1.0 eV. Its molecular weight is 104.15 g/mol.

Positions of all 19 atoms, in Å:
C (-0.79, -1.70, 0.57)
C (0.04, 0.63, 0.78)
H (-0.21, 0.96, -2.73)
C (0.43, 1.06, -0.69)
H (0.94, -0.35, 2.30)
H (-0.32, 1.55, 1.29)
H (-0.02, -1.81, -0.19)
N (-1.05, -0.31, 0.94)
H (-1.71, -2.15, 0.21)
H (-0.26, -0.60, -1.92)
N (1.22, 0.08, 1.43)
H (2.02, -0.01, -0.45)
C (-0.45, 0.47, -1.79)
H (-1.51, 0.62, -1.59)
H (-0.47, -2.25, 1.46)
H (1.88, 0.82, 1.63)
O (1.79, 0.78, -0.96)
H (-1.87, 0.05, 0.46)
H (0.34, 2.15, -0.75)

List of Löwdin charges in e, atom by atom: atom 1 (C): -0.13, atom 2 (C): -0.39, atom 3 (H): 0.08, atom 4 (C): -0.38, atom 5 (H): 0.09, atom 6 (H): 0.14, atom 7 (H): 0.07, atom 8 (N): -0.09, atom 9 (H): 0.08, atom 10 (H): 0.07, atom 11 (N): 0.04, atom 12 (H): 0.07, atom 13 (C): -0.05, atom 14 (H): 0.07, atom 15 (H): 0.07, atom 16 (H): 0.09, atom 17 (O): -0.06, atom 18 (H): 0.10, atom 19 (H): 0.13